The following is a quantum chemistry calculation of one molecule with the formula C6H16N2O at a distorted geometry, from the OMol25 dataset.

Last column: Löwdin charge in e.
Geometry (Å):
C: -2.3115 -0.8346 -0.0109  -0.026
C: -0.6053 -1.0299 -0.0295  -0.363
N: -0.2294 -1.6980 1.1724  0.049
C: -0.1456 0.3890 -0.2869  -0.434
C: -0.4764 0.8875 -1.7013  -0.055
C: -0.5356 1.4395 0.7534  -0.049
N: 1.5610 0.3589 -0.3320  -0.160
C: 2.3161 0.2042 0.8947  -0.123
O: 1.9822 -0.7462 -1.1938  -0.082
H: -2.7125 -1.7953 -0.3454  0.057
H: -2.6223 -0.6593 1.0216  0.059
H: -2.7580 -0.0694 -0.6448  0.046
H: -0.3997 -1.6716 -0.8886  0.128
H: 0.6303 -2.2213 1.0417  0.074
H: -0.1415 -1.0760 1.9680  0.070
H: 0.1926 1.7139 -1.9627  0.085
H: -0.3478 0.1031 -2.4530  0.084
H: -1.5006 1.2628 -1.7761  0.073
H: 0.0861 2.3322 0.6278  0.090
H: -1.5755 1.7577 0.6304  0.084
H: -0.4141 1.0847 1.7802  0.074
H: 2.0387 0.9771 1.6181  0.078
H: 2.2143 -0.7798 1.3680  0.062
H: 3.3881 0.3436 0.6980  0.082
H: 2.3665 -0.2729 -1.9493  0.095

Computed properties:
Net charge: 0
2S+1: 1
LUMO energy: 0.88 eV
Structure (SMILES): C[C@H](N)C(C)(C)N(C)O
Energy relative to the best compared isomer or geometry (same formula, charge and spin): 77.0 kcal per mole


The following is a quantum chemistry calculation of a 2-piece molecular cluster, C6H16N2O overall at a distorted geometry, from the OMol25 dataset.

Last column: Löwdin charge in e.
Geometry (Å):
C: 0.5748 -0.1704 -1.6489  -0.111
N: 0.1195 0.4274 -0.4080  -0.121
C: -1.3105 0.4691 -0.1418  -0.475
C: -2.0844 1.3824 -1.0984  -0.070
C: -1.9277 -0.9301 -0.1221  -0.068
H: 0.2071 0.3385 -2.5513  0.077
H: 1.6594 -0.1504 -1.6678  0.063
H: 0.2500 -1.2094 -1.6873  0.078
H: 0.4925 1.3701 -0.3508  0.117
H: -1.4045 0.8964 0.8676  0.127
H: -1.6492 2.3802 -1.1077  0.074
H: -2.0642 0.9858 -2.1118  0.070
H: -3.1239 1.4652 -0.7888  0.074
H: -1.3414 -1.6034 0.4972  0.064
H: -1.9822 -1.3424 -1.1273  0.074
H: -2.9373 -0.8779 0.2774  0.079
C: 1.0089 -0.3576 2.2140  -0.095
N: 1.8312 -0.7844 1.1196  -0.047
C: 2.9369 -0.1566 0.6777  -0.413
O: 3.6347 -0.5565 -0.2179  0.004
H: -0.0237 -0.6279 2.0297  0.058
H: 1.3355 -0.8234 3.1503  0.082
H: 1.0776 0.7230 2.3260  0.085
H: 1.5715 -1.6250 0.6324  0.137
H: 3.1495 0.7773 1.2382  0.138

Computed properties:
Net charge: 0
2S+1: 1
LUMO energy: 0.87 eV
Structure (SMILES): CNC(C)C.CNC=O
Energy relative to the best compared isomer or geometry (same formula, charge and spin): 29.0 kcal per mole


The following is a quantum chemistry calculation of a 2-piece molecular cluster, C6H16N2O2P overall at a distorted geometry, from the OMol25 dataset.

Last column: Löwdin charge in e.
Geometry (Å):
C: 1.5059 -1.3402 -1.0333  -0.080
C: 1.4311 -1.1527 1.3632  -0.119
C: 0.8303 1.9096 -0.8022  -0.071
C: 2.9690 1.1820 0.3438  0.012
C: 1.0735 -0.4491 0.1126  -0.429
C: 1.7152 0.9891 -0.0941  -0.360
N: -4.0723 1.0453 0.2613  -0.149
N: -1.8743 -0.0795 -0.9491  -0.212
O: -2.6419 -0.8126 1.3916  -0.287
O: -4.1598 -1.4983 -0.5983  -0.416
P: -3.1865 -0.4518 -0.1339  0.225
H: 2.0813 -2.2195 -0.6746  0.075
H: 0.5906 -1.7923 -1.4559  0.074
H: 1.9583 -0.7385 -1.8473  0.083
H: 2.4475 -1.5957 1.2942  0.078
H: 0.9588 -2.1025 1.4047  0.070
H: 1.2848 -0.4823 2.1849  0.081
H: 1.0792 2.9584 -0.5595  0.083
H: -0.1318 1.4199 -0.8728  0.027
H: 1.0888 1.7087 -1.9271  0.118
H: -1.6106 -0.8583 1.1621  0.079
H: 3.3603 2.2154 0.4837  0.061
H: 3.2244 0.3905 1.0315  0.031
H: -0.0162 -0.3899 -0.0140  0.050
H: -4.5110 0.7526 1.1809  0.020
H: -3.4356 1.7956 0.6176  0.017
H: -1.9592 -0.4040 -1.8701  -0.059

Computed properties:
Net charge: -1
2S+1: 1
LUMO energy: 3.36 eV
Energy relative to the best compared isomer or geometry (same formula, charge and spin): 43.7 kcal per mole


The following is a quantum chemistry calculation of an isolated ion of composition C6H16N2PS and charge +1, from the OMol25 dataset.

Last column: Löwdin charge in e.
Geometry (Å):
N: 1.5326 1.9981 -1.9825  0.020
C: 0.7171 1.3987 -0.9549  -0.298
C: -0.1769 0.2442 -1.4386  -0.151
C: -0.9956 -0.5135 -0.3947  -0.254
N: -1.7879 0.4549 0.4833  0.104
C: -0.9520 0.7743 1.7056  -0.079
C: -0.0169 -0.4265 1.8823  -0.161
C: -0.2647 -1.3474 0.6647  -0.446
P: 1.2901 -2.1998 0.1745  0.320
S: 2.0301 -3.3036 1.5503  0.218
H: 2.1464 1.3406 -2.4423  0.080
H: 0.9961 2.4915 -2.6810  0.080
H: 0.1084 2.2026 -0.5286  0.109
H: 1.3774 1.0535 -0.1533  0.102
H: -0.8557 0.6163 -2.2116  0.127
H: 0.4592 -0.4903 -1.9408  0.106
H: -1.7406 -1.1177 -0.9116  0.157
H: -2.0495 1.2990 -0.0264  0.181
H: -2.6547 0.0035 0.7720  0.185
H: -0.4135 1.6937 1.4961  0.118
H: -1.6260 0.9438 2.5408  0.137
H: -0.2204 -0.9621 2.8053  0.122
H: 1.0183 -0.0870 1.9398  0.111
H: -0.9175 -2.1662 0.9799  0.120
H: 2.0553 -1.1034 -0.2755  -0.007
H: 0.9409 -2.7971 -1.0527  -0.001

Computed properties:
Net charge: +1
2S+1: 1
LUMO energy: -3.49 eV
Structure (SMILES): NCC[C@@H]1[NH2+]CC[C@@H]1[PH2]=S
Energy relative to the best compared isomer or geometry (same formula, charge and spin): 0.0 kcal per mole


The following is a quantum chemistry calculation of an isolated ion of composition C6H16N3 and charge +1 at a distorted geometry, from the OMol25 dataset.

Last column: Löwdin charge in e.
Geometry (Å):
C: -1.0183 -1.9814 -0.2632  0.083
C: -0.6149 -0.7404 -0.0450  -0.244
N: -1.4886 0.5614 -0.2723  -0.197
C: -2.9458 0.2212 -0.4323  -0.038
N: -1.0406 1.6477 0.4588  0.040
N: 0.7267 -0.2243 0.2636  -0.161
C: 1.2998 -1.1169 1.3557  0.032
C: 1.6521 0.0152 -0.8817  -0.221
C: 2.3617 1.2840 -0.6379  -0.095
H: -0.2209 -2.8353 -0.0731  0.119
H: -2.0430 -2.2635 0.0010  0.085
H: -3.2511 -0.0018 0.5552  0.068
H: -3.6261 1.0486 -0.8997  0.130
H: -3.0200 -0.6722 -1.0339  0.066
H: -1.3127 2.2567 -0.2254  0.077
H: -1.4131 1.8054 1.4192  0.137
H: 0.4636 0.7263 0.7386  0.154
H: 0.7392 -0.7937 2.2615  0.120
H: 1.1264 -2.1341 1.0194  0.068
H: 2.4574 -0.8012 1.4235  0.154
H: 2.3200 -0.8583 -1.0499  0.142
H: 1.0326 0.0327 -1.8729  0.168
H: 1.7697 2.2299 -0.7010  0.094
H: 2.8426 1.1709 0.3492  0.080
H: 3.2034 1.4232 -1.4576  0.139

Computed properties:
Net charge: +1
2S+1: 1
LUMO energy: -2.76 eV
Structure (SMILES): C=C(N(C)N)[N@@H+](C)CC
Energy relative to the best compared isomer or geometry (same formula, charge and spin): 74.9 kcal per mole


The following is a quantum chemistry calculation of a 2-piece molecular cluster, C6H16N4 overall at a distorted geometry, from the OMol25 dataset.

Last column: Löwdin charge in e.
Geometry (Å):
H: -1.0432 -0.5432 2.1633  0.020
N: -1.3938 -1.1090 1.3946  0.107
C: -0.6185 -1.0493 0.3611  -0.426
C: -1.0644 -1.9064 -0.8105  -0.048
N: 0.8200 -0.7419 0.4720  -0.208
C: 1.7863 -1.2815 -0.4828  -0.099
C: 1.4149 -0.3904 1.7523  -0.093
H: -0.5662 -2.8779 -0.7914  0.082
H: -2.1450 -2.0722 -0.7780  0.079
H: -0.8273 -1.3982 -1.7484  0.062
H: 2.7256 -0.7181 -0.4565  0.078
H: 1.4153 -1.2249 -1.5092  0.075
H: 2.0092 -2.3277 -0.2492  0.084
H: 2.3419 0.1788 1.6162  0.084
H: 1.6412 -1.2829 2.3434  0.089
H: 0.7374 0.2470 2.3284  0.070
H: 2.1676 2.0654 -0.9913  0.031
N: 1.2853 1.8030 -1.4366  0.061
C: 0.3366 1.8440 -0.5655  -0.343
N: -0.9468 1.4550 -0.8963  -0.077
C: -2.1360 1.9195 -0.2229  -0.100
H: 0.4287 2.3099 0.4287  0.128
H: -1.0204 1.0298 -1.8140  0.123
H: -2.0429 2.9634 0.0905  0.078
H: -2.2953 1.3117 0.6697  0.056
H: -3.0100 1.7963 -0.8675  0.087

Computed properties:
Net charge: 0
2S+1: 1
LUMO energy: 0.88 eV
Structure (SMILES): [H]/N=C(/C)N(C)C.[H]/N=C/NC
Energy relative to the best compared isomer or geometry (same formula, charge and spin): 16.0 kcal per mole